Model one:
41
Properties=species:S:1:pos:R:3:lowdin_charge:R:1 method="wB97M-V/def2-TZVPD" homo_ha=-0.2657 orbital_gap_ev=9.861 charge=-1
O -1.65907 -0.01211 0.81084 -0.133
H -1.49912 -0.22232 -0.17480 0.016
O 2.16767 -2.72818 -0.51840 -0.084
H -1.21972 -2.09967 1.34722 0.018
H -3.21221 3.43419 -1.22897 0.020
O 3.97889 -0.54557 2.87092 -0.066
H -2.48539 2.08969 -1.35471 0.000
H 2.76393 -4.43445 1.10092 0.025
O 3.35335 -3.81613 1.51228 -0.054
H -1.18446 0.38856 -2.42134 -0.051
H 2.85273 -3.05629 1.80821 -0.005
O -1.74072 0.50029 -1.65240 -0.387
H -2.00459 0.83483 0.51134 -0.001
H 2.12359 -2.04667 0.17172 -0.022
O 0.90964 4.34836 0.61053 -0.040
H 0.09414 0.07884 -1.62291 0.000
H -2.97987 -3.94433 0.33370 0.007
O 1.03150 -0.14281 -1.40904 -0.057
H 1.54674 0.66188 -1.33080 0.034
H 0.25148 4.06263 1.24033 0.035
O -2.44808 2.97267 -0.91002 -0.082
H 3.74148 -1.47977 2.83220 0.008
H -0.04749 3.39526 -1.55855 0.017
O 2.52553 2.81880 -3.19931 -0.079
H 2.08456 2.74539 -4.03596 0.014
H 3.84580 -0.37111 1.93103 0.023
O -3.89428 0.81330 2.26361 -0.046
H -3.16493 1.13920 1.75364 -0.012
H -3.75031 -0.01043 2.69911 0.016
O -3.79234 -3.59089 0.69417 -0.067
H 0.82191 3.92057 -0.23955 -0.009
H -1.14016 -2.50500 -0.15674 0.043
O -1.14171 -2.84121 0.74245 -0.049
H 0.75164 -0.97979 1.68051 0.023
H -3.77862 -2.64299 0.63174 0.012
O 0.14867 2.56655 -1.98080 -0.079
H 1.88474 2.26121 -2.71180 -0.009
H -0.51331 1.84153 -1.86474 0.003
O 1.61302 -0.78343 1.38607 -0.013
H 1.58634 -2.42225 -1.21151 0.011
H 1.57906 -0.19837 0.64977 0.021

=====

Model two:
41
Properties=species:S:1:pos:R:3:lowdin_charge:R:1 method="wB97M-V/def2-TZVPD" homo_ha=-0.2446 orbital_gap_ev=9.191 charge=-1
O 0.54015 1.62781 -1.20190 -0.124
H 0.90185 2.29239 -1.95765 0.139
O 3.40442 2.44665 0.49072 -0.135
H -2.31812 -2.33697 -1.37984 0.152
H 1.25015 1.64480 3.28870 -0.088
O -0.31216 0.71553 1.97045 -0.026
H 0.29981 1.58497 4.44398 0.063
H -4.03606 2.32064 1.85096 -0.019
O -3.32960 2.82208 2.09159 -0.030
H -1.10918 0.16682 -0.78826 -0.035
H -2.41414 2.55510 1.93250 0.027
O 0.57601 -3.40566 -1.72554 -0.021
H 0.90921 0.84648 -1.60393 -0.049
H 2.61804 3.08032 0.38987 0.060
O -0.22985 -0.31028 -3.08516 -0.133
H -0.04110 -2.67936 -1.96510 0.030
H 0.93980 0.11690 -2.98855 -0.026
O -1.83699 -0.09854 -1.35349 -0.143
H -3.31245 2.29322 -1.14433 0.060
H -1.14579 -0.11877 -2.12196 -0.069
O 1.11642 2.00702 4.07501 -0.020
H -0.60788 -0.05943 2.32351 -0.025
H 1.40940 -3.23730 -1.80979 -0.069
O 3.48083 -1.58389 2.35920 0.040
H 3.54880 -1.91928 1.52893 -0.030
H -0.15803 0.52668 0.99613 0.087
O 1.95229 -3.36245 0.62152 -0.146
H 1.25462 -3.84458 0.07279 0.042
H 2.02271 -3.54738 1.62952 0.076
O 2.06108 0.38329 -2.82784 -0.241
H -0.41462 -0.81667 -3.73040 -0.091
H -2.00413 -2.43453 -2.89008 -0.017
O -1.82379 -2.95362 -2.15281 -0.108
H -2.18014 -0.71591 1.55032 0.058
H 2.70449 -0.00408 -3.39551 -0.023
O -2.86513 2.87069 -0.47300 -0.084
H 2.86795 -0.96463 2.50816 -0.033
H -2.31537 2.16109 -0.12931 -0.007
O -2.58456 -0.31502 2.36642 -0.080
H 3.21508 1.77150 -0.23832 0.050
H -2.03402 0.47435 2.47251 -0.012

=====

Model three:
41
Properties=species:S:1:pos:R:3:lowdin_charge:R:1 method="wB97M-V/def2-TZVPD" homo_ha=-0.2525 orbital_gap_ev=9.412 charge=-1
O 0.50020 0.81375 -2.18245 -0.064
H -0.77138 -0.51979 0.59282 0.026
O 1.55193 0.42948 3.29879 -0.048
H 0.68633 0.23746 -1.39313 0.045
H -1.38329 -1.43218 -3.95680 0.044
O -0.49686 3.03405 3.36118 0.029
H -2.79655 -1.09998 -4.30660 -0.019
H -0.11671 -2.90879 -3.26423 -0.083
O 0.16552 -3.67812 -3.65719 -0.067
H 2.37335 0.43747 -1.90724 -0.005
H 0.69239 -4.24669 -2.99455 0.093
O 3.18081 0.67571 -1.45701 -0.009
H -0.41899 -1.54256 -1.03108 0.042
H 2.03834 -0.39832 3.35457 0.033
O -0.98453 -1.62992 -1.87627 -0.112
H -0.76511 0.33462 1.81114 -0.084
H -0.91983 -2.27842 3.17054 0.056
O 0.49141 -1.50775 0.59541 -0.215
H 1.77741 -2.43465 3.01181 0.041
H -1.77836 -2.16988 -1.67267 0.080
O -1.98449 -0.68768 -4.27320 -0.047
H 0.15322 3.45953 3.82847 -0.002
H -0.93797 3.72210 -2.33603 -0.022
O 2.21479 -2.98051 2.25236 -0.155
H 1.40771 -2.85189 1.68623 0.002
H 0.04908 2.40633 2.99858 -0.036
O -0.47801 2.89853 -0.81462 -0.052
H 0.02061 3.46965 -0.25582 0.038
H 0.02753 2.07769 -0.96582 0.008
O -0.21370 -1.70278 2.81470 -0.208
H 1.08131 -1.14935 0.13811 -0.122
H -1.58703 3.26977 -3.70094 -0.006
O -0.79890 0.43299 0.92146 -0.051
H -1.78554 0.66486 3.29079 -0.163
H -0.03894 -1.45850 1.75480 -0.040
O -1.48760 3.96632 -3.08864 -0.066
H 3.05949 1.07993 -0.65183 -0.011
H -0.43117 0.70274 -2.41834 0.061
O -1.65874 0.21268 3.94326 0.015
H 0.97720 0.20898 2.55860 -0.006
H -0.62763 0.20580 3.95632 0.079

=====

How do the structures above rank in stability at the extremes? model one comes first and model two comes last.